{"formula": "C4H16NO2", "method": "the ωB97M-V functional and the def2-TZVPD basis", "homo_lumo_gap_ev": [3.078, 12.216], "s2": 0.75, "spin_multiplicity": 2, "max_force_ev_per_a": 2.5, "e_above_lowest_kcal_mol": 16.3, "molar_mass_g_mol": 110.18, "symbols": ["O", "O", "N", "C", "C", "C", "C", "H", "H", "H", "H", "H", "H", "H", "H", "H", "H", "H", "H", "H", "H", "H", "H"], "coordinates": [[-1.039, 1.450, 0.858], [-1.905, 4.852, 0.579], [0.746, -0.718, 0.365], [1.902, 0.127, -1.724], [0.792, -0.722, -1.132], [-0.814, -2.665, 0.494], [0.491, -2.051, 1.029], [1.991, -0.188, -2.774], [1.725, -0.508, 0.706], [1.668, 1.184, -1.743], [-1.501, -1.867, 0.223], [0.345, -1.791, 2.071], [0.189, 0.035, 0.782], [1.324, -2.642, 0.705], [-2.844, 4.643, 0.517], [-1.297, -3.298, 1.239], [-1.767, 2.000, 0.503], [-0.628, -3.319, -0.356], [-0.162, -0.309, -1.455], [-1.037, 1.875, 1.734], [-1.853, 5.748, 0.203], [2.878, -0.088, -1.333], [0.795, -1.749, -1.492]]}

***

{"formula": "C19H17Cl44FN5", "method": "the ωB97M-V functional and the def2-TZVPD basis", "homo_lumo_gap_ev": 9.095, "max_force_ev_per_a": 1.7, "charge": 1, "molar_mass_g_mol": 1894.31, "symbols": ["Cl", "Cl", "Cl", "Cl", "Cl", "Cl", "Cl", "Cl", "Cl", "Cl", "Cl", "Cl", "Cl", "Cl", "Cl", "Cl", "Cl", "Cl", "Cl", "Cl", "Cl", "Cl", "Cl", "Cl", "Cl", "Cl", "Cl", "Cl", "Cl", "Cl", "Cl", "Cl", "Cl", "Cl", "Cl", "Cl", "Cl", "Cl", "Cl", "Cl", "Cl", "Cl", "Cl", "Cl", "F", "N", "N", "N", "N", "N", "C", "C", "C", "C", "C", "C", "C", "C", "C", "C", "C", "C", "C", "C", "C", "C", "C", "C", "C", "H", "H", "H", "H", "H", "H", "H", "H", "H", "H", "H", "H", "H", "H", "H", "H", "H"], "coordinates": [[5.467, 1.122, 7.136], [1.449, -9.802, 4.182], [10.279, 0.712, 2.670], [1.827, -2.592, 7.258], [-3.224, 5.551, 1.828], [-3.023, 2.752, 1.116], [8.112, 0.553, 4.564], [3.281, 2.931, 6.647], [-0.877, 1.696, 2.977], [1.327, 0.496, -8.223], [-0.682, 5.901, 3.428], [-1.358, 4.715, -0.211], [1.289, -5.129, 8.529], [-11.187, 4.021, -2.261], [-6.858, 5.778, -0.703], [0.351, -0.712, -10.653], [3.982, 2.219, 9.349], [0.609, -7.155, 3.399], [-8.432, 8.150, -0.233], [0.988, 7.454, 5.202], [2.193, 5.630, 3.325], [-14.040, 4.305, -1.975], [0.316, 2.296, 5.536], [-12.931, 1.796, -2.868], [-4.202, 4.631, -0.713], [1.947, 1.290, 3.364], [0.059, -0.445, 4.673], [-12.561, 2.648, -0.135], [0.123, -4.512, 5.960], [2.546, 0.580, 0.218], [-9.625, 5.543, 0.071], [8.366, 2.865, 2.857], [0.747, -7.859, 6.194], [2.965, -5.005, 6.182], [7.570, 0.331, 1.742], [5.185, -0.458, -0.012], [-0.848, -1.404, -8.123], [2.778, 0.239, 7.638], [0.932, 8.040, 2.377], [-1.266, 1.218, -9.251], [4.665, 2.313, -0.668], [4.611, 1.503, 2.098], [-8.920, 6.542, -2.568], [-1.302, -9.004, 4.520], [0.269, 0.490, -5.379], [3.829, 0.185, -3.373], [2.099, -1.418, -2.950], [-2.348, -1.914, -1.738], [2.063, -2.668, -2.405], [4.191, -1.981, -2.394], [0.885, -3.514, -2.168], [0.362, 1.213, 4.150], [8.588, 1.116, 2.961], [-2.174, -3.253, -2.352], [3.417, -1.024, -2.939], [-1.282, -3.266, -3.611], [3.343, -2.969, -2.076], [0.965, -0.646, -3.430], [1.551, -4.315, 6.986], [0.858, 6.755, 3.587], [0.923, -0.637, -4.954], [4.255, 0.987, 0.431], [-2.942, 4.415, 0.509], [-8.469, 6.501, -0.860], [0.374, -8.459, 4.579], [-12.680, 3.192, -1.814], [3.870, 1.631, 7.692], [-0.111, -0.097, -9.070], [0.102, -3.902, -3.434], [-1.238, -2.272, -4.050], [1.933, -0.637, -5.368], [3.611, -3.893, -1.590], [-1.475, -1.603, -1.325], [0.717, -3.586, -4.281], [0.045, -1.008, -2.983], [1.107, 0.374, -3.074], [0.402, -1.508, -5.350], [3.441, 0.599, -4.201], [-1.734, -3.855, -1.560], [4.489, 0.725, -2.839], [0.040, -4.982, -3.513], [1.292, -4.418, -1.727], [-2.559, -1.228, -2.455], [-1.794, -3.873, -4.359], [-3.178, -3.599, -2.572], [0.279, -3.049, -1.393]]}

***

{"formula": "C2H4Ba", "method": "the ωB97M-V functional and the def2-TZVPD basis", "homo_lumo_gap_ev": [3.120, 2.768], "s2": 0.75, "spin_multiplicity": 2, "max_force_ev_per_a": 1.7, "charge": -1, "molar_mass_g_mol": 165.38, "symbols": ["Ba", "C", "C", "H", "H", "H", "H"], "coordinates": [[-1.256, -0.463, 0.600], [0.540, 0.930, -0.943], [1.204, 0.497, -2.075], [0.970, -0.487, -2.512], [3.129, 0.062, -2.252], [0.789, 1.979, -0.693], [1.467, 1.201, -2.884]]}